Computed, not measured: a molecular structure, C47H60AsF6IrN5OSi5Te, with ωB97M-V/def2-TZVPD.

Geometry as ORCA input:
```
! wB97M-V def2-TZVPD RIJCOSX def2/J DEFGRID3
* xyz 0 2
C 0.350 2.962 2.131
O 2.019 -0.189 -1.621
Ir 0.320 -0.345 -0.285
H -0.821 -7.511 -4.252
C 4.407 0.144 -5.850
Te -1.861 -1.797 -1.226
C -0.924 1.098 -2.985
H 1.807 -5.808 -3.298
C 4.125 1.458 -6.175
H -4.035 -4.144 -0.493
H 3.375 3.932 1.330
C -0.442 3.032 -0.139
F 3.205 -1.882 2.808
H 0.586 6.982 1.788
F 4.150 -0.211 4.430
C -0.267 2.286 1.052
H -1.500 -4.450 -6.729
C -2.146 -3.579 -6.730
F 4.603 -0.037 1.954
F 1.722 -0.205 3.954
N -0.289 -1.629 2.629
H -1.713 -6.336 -1.024
H -4.264 -5.703 -1.266
C 3.535 -2.743 -1.099
C 4.036 3.311 0.742
H -0.684 0.199 -3.516
Si -0.652 -5.290 -3.054
C 6.233 -3.213 -0.988
C -1.653 2.215 -3.389
Si -1.607 -2.308 -5.404
C 3.872 0.570 -3.540
H 3.290 -4.785 -0.511
C -5.201 -4.968 -4.264
H 3.315 2.580 -3.093
H -3.763 -1.079 -5.768
C 0.687 4.292 2.068
C 5.707 1.678 -0.741
C -1.624 3.064 -2.305
H 7.307 2.861 0.040
C 0.430 5.038 0.916
H -6.452 -2.396 -2.628
H 5.818 4.319 1.361
C 6.236 2.708 0.017
C -5.426 -2.216 -2.936
H -3.176 2.248 4.733
H -5.461 -1.753 -3.917
H -1.386 -6.215 -5.279
C -0.708 -6.027 -1.291
H -5.645 -4.686 -0.925
H -2.182 -0.414 6.999
C 0.305 -2.603 3.354
H 0.681 -1.320 -4.915
H 6.368 1.066 -1.337
H 5.728 -5.203 -0.376
H 4.493 -1.327 -4.296
N -0.672 0.982 1.205
H -5.204 -4.504 -5.244
H 1.450 -4.363 2.703
C -2.582 1.459 4.294
N -0.126 -1.861 1.326
N -0.497 1.264 -1.745
H 1.576 -4.093 -3.043
H 0.179 6.985 0.065
H -6.235 -5.180 -4.004
H 2.474 -2.547 -1.131
H 1.168 4.763 2.913
C 4.275 -0.297 -4.542
C 3.515 2.265 -0.001
H -0.066 -6.900 -1.198
As 3.208 -0.129 2.966
H -2.410 -6.822 -4.002
C 5.402 3.522 0.762
H -2.112 -3.154 -7.729
H -2.116 2.380 -4.338
H 2.447 2.094 -0.002
C -1.384 -6.582 -4.259
H 0.815 -2.752 -5.910
C -4.609 -4.675 -1.248
H 4.198 1.796 -7.199
H 0.590 2.382 3.012
H 0.367 -2.581 4.421
C -2.924 0.071 6.368
C -2.731 -0.775 -5.622
Si -2.054 -3.323 -3.255
C -1.059 -0.562 3.113
H 3.544 3.371 -5.413
N -0.908 2.459 -1.337
C 0.223 -1.857 -5.741
C -2.378 0.271 4.990
H -0.386 -5.305 -0.549
C 5.762 -1.965 -1.357
H -3.811 -0.561 6.346
C 3.614 1.892 -3.872
H 4.733 -0.541 -6.619
Si -4.399 -3.830 -2.951
C 3.740 2.336 -5.176
H -3.196 1.024 6.815
H 7.299 -3.384 -0.926
H 1.822 6.614 0.587
C 5.353 -4.234 -0.677
H -2.221 2.556 2.517
C -0.098 4.378 -0.180
C 0.576 -2.985 1.212
H 6.477 -1.194 -1.603
C -1.218 0.665 2.421
Si 3.576 -0.008 -1.736
C 0.875 -3.492 2.472
C -2.034 1.635 3.049
H -1.509 -1.659 4.884
C 4.400 -1.698 -1.397
H -2.440 -0.184 -6.486
F 3.105 1.608 3.086
C 1.167 -4.964 -3.545
H -0.222 4.922 -1.104
C 4.341 1.430 -0.742
H -4.995 -1.496 -2.246
C 0.768 6.492 0.835
H -2.703 -0.128 -4.752
C 3.992 -3.997 -0.745
F 2.134 -0.087 1.510
H 1.260 -4.796 -4.613
H -4.685 -5.917 -4.347
H -3.160 -3.924 -6.556
C -1.646 -0.725 4.363
H 0.321 -1.235 -6.628
H -2.084 4.018 -2.158
H 0.834 -3.369 0.244
*
```

Values from the calculation:
ΔE to the lowest compared entry with this formula, charge and spin in kJ/mol: 355.7
E_HOMO (spin up / spin down) in eV: -7.0973 / -7.0912
Total energy in eV: -185879.719
<S²>: 0.7611
Kohn-Sham gap (spin up / spin down) in eV: 4.86 / 3.69